# 1
# C16H7AuBr2N2O5

A molecular structure, C16H7AuBr2N2O5 (ωB97M-V/def2-TZVPD, OMol25).

Orbital gap   5.962 eV
ΔE to the lowest compared entry with this formula, charge and spin   0.0 kcal per mole
LUMO   -2.18 eV
Charge   0
HOMO energy   -8.1 eV
F_max   0.0107 Eh/bohr

Cartesian coordinates (Å):
Au (0.39806, -0.28900, 0.10676)
O (0.69555, -5.10555, -4.71834)
C (-0.23430, -4.29091, -4.68020)
O (-1.24850, -4.11635, -5.36875)
C (-0.11212, -3.27396, -3.50153)
C (-1.07845, -2.29213, -3.31817)
C (-0.96475, -1.39847, -2.27595)
N (0.08021, -1.48136, -1.44259)
C (1.03767, -2.42422, -1.59558)
C (0.96645, -3.33427, -2.61666)
C (2.14230, -2.37325, -0.58016)
O (3.04496, -3.15018, -0.52942)
O (1.98154, -1.41027, 0.35405)
H (-1.90727, -2.26048, -4.01297)
H (-1.67857, -0.61120, -2.07372)
H (1.72558, -4.09362, -2.75268)
Br (-3.61474, 2.76954, -0.38472)
C (-2.22598, 2.78310, 0.87390)
C (-2.20879, 3.76465, 1.88529)
C (-1.21479, 3.80784, 2.82163)
Br (-1.24437, 5.14519, 4.15154)
C (-0.16764, 2.85483, 2.79518)
C (0.91866, 2.77746, 3.69352)
C (1.86918, 1.80040, 3.55462)
C (1.76125, 0.87019, 2.51305)
N (0.75391, 0.93023, 1.66881)
C (-0.21502, 1.89128, 1.77454)
C (-1.23589, 1.83231, 0.79720)
O (-1.19399, 0.87514, -0.12969)
H (-3.00629, 4.49388, 1.90953)
H (0.99046, 3.50159, 4.49378)
H (2.70490, 1.73073, 4.23462)
H (2.48073, 0.07688, 2.35311)

# 2
# C16H7Br2Cl3GeInN2O5

A molecular structure, C16H7Br2Cl3GeInN2O5 (ωB97M-V/def2-TZVPD, OMol25).

Orbital gap (alpha / beta)   7.465 / 4.822 eV
ΔE to the lowest compared entry with this formula, charge and spin   16.6 kcal per mole
2S+1   2
LUMO (alpha / beta)   -0.95 / -3.60 eV
Charge   0
HOMO energy (alpha / beta)   -8.4 / -8.4 eV
F_max   0.0208 Eh/bohr

Cartesian coordinates (Å):
In (-0.51867, -0.23226, 0.40015)
O (-1.71966, 3.67254, -0.57427)
C (-1.46791, 2.58437, -0.10425)
O (-0.82194, 1.61346, -0.66765)
C (-1.94707, 2.27617, 1.31628)
C (-2.56810, 3.17842, 2.16164)
C (-2.90378, 2.75034, 3.44131)
C (-2.62847, 1.44789, 3.84750)
C (-2.00870, 0.60597, 2.94307)
N (-1.70026, 1.04405, 1.73271)
C (-1.57029, -0.82600, 3.23084)
O (-1.89904, -1.34875, 4.26908)
O (-0.88182, -1.38063, 2.26856)
H (-2.77172, 4.18110, 1.81545)
H (-3.37075, 3.43953, 4.13250)
H (-2.87393, 1.08931, 4.83638)
Br (-2.22820, -3.65183, -3.00559)
C (-0.59340, -2.72134, -3.02186)
C (0.28368, -2.90305, -4.09759)
C (1.47276, -2.23016, -4.14912)
Br (2.62084, -2.50824, -5.63017)
C (1.83630, -1.33388, -3.12119)
C (3.00996, -0.55250, -3.10431)
C (3.23633, 0.33055, -2.08183)
C (2.30921, 0.42112, -1.03950)
N (1.23001, -0.32990, -1.01681)
C (0.94523, -1.17955, -2.03084)
C (-0.30764, -1.87635, -1.95807)
O (-1.12284, -1.71296, -0.95018)
H (0.00303, -3.57790, -4.89337)
H (3.71724, -0.65146, -3.91603)
H (4.11652, 0.95664, -2.06229)
H (2.44977, 1.11669, -0.22181)
Cl (2.02079, 1.58474, 2.65330)
Ge (1.66075, -0.57510, 2.48338)
Cl (3.48587, -1.41915, 1.62215)
Cl (1.50589, -1.28187, 4.49246)

# 3
# C16H8Br2IrN2O4

A molecular structure, C16H8Br2IrN2O4 (ωB97M-V/def2-TZVPD, OMol25).

Orbital gap (alpha / beta)   6.768 / 3.383 eV
2S+1   6
LUMO (alpha / beta)   -7.71 / -11.63 eV
Charge   +2
HOMO energy (alpha / beta)   -14.5 / -15.0 eV
F_max   0.0173 Eh/bohr

Cartesian coordinates (Å):
Ir (0.26745, -0.78958, 0.00034)
Br (-4.19175, 1.62366, 0.00828)
C (-2.68190, 2.60888, 0.00592)
C (-2.78309, 4.03826, 0.00623)
C (-1.62387, 4.84360, 0.00438)
Br (-1.87913, 6.66180, 0.00495)
C (-0.33893, 4.24856, 0.00216)
C (0.86681, 4.99689, 0.00021)
C (2.05598, 4.33338, -0.00185)
C (2.05149, 2.92121, -0.00198)
N (0.94469, 2.19232, -0.00020)
C (-0.22211, 2.82366, 0.00182)
C (-1.40327, 1.94933, 0.00370)
O (-1.34409, 0.71637, 0.00341)
H (-3.76149, 4.50580, 0.00791)
H (0.83572, 6.07773, 0.00037)
H (2.99623, 4.86720, -0.00337)
H (2.99292, 2.38237, -0.00361)
O (-2.82491, -3.54039, 0.00480)
C (-1.72631, -3.06592, 0.00286)
O (-1.45355, -1.76989, 0.00320)
C (-0.51497, -3.92643, -0.00038)
C (-0.65300, -5.30425, -0.00125)
C (0.49108, -6.07972, -0.00434)
C (1.73040, -5.45643, -0.00644)
C (1.78674, -4.07812, -0.00538)
N (0.67494, -3.32555, -0.00239)
H (-1.64367, -5.73412, 0.00047)
H (0.41891, -7.15898, -0.00511)
H (2.64844, -6.02708, -0.00887)
H (2.74174, -3.57431, -0.00698)
O (3.33298, -1.00900, -0.00551)
C (2.20953, -0.95122, -0.00337)

# 4
# C16H8BrCl4N2O3RhS

A molecular structure, C16H8BrCl4N2O3RhS (ωB97M-V/def2-TZVPD, OMol25).

Orbital gap (alpha / beta)   3.953 / 6.097 eV
ΔE to the lowest compared entry with this formula, charge and spin   1.6 kcal per mole
2S+1   6
LUMO (alpha / beta)   2.38 / 0.70 eV
Charge   -1
HOMO energy (alpha / beta)   -1.6 / -5.4 eV
F_max   0.0151 Eh/bohr

Cartesian coordinates (Å):
Rh (0.09869, 0.03772, 0.00330)
Cl (1.85878, 4.28183, 5.33232)
C (1.48720, 2.88530, 4.39976)
C (1.45162, 1.61538, 5.03036)
Cl (1.80678, 1.49107, 6.71125)
C (1.14264, 0.48953, 4.30436)
Cl (1.08978, -1.06051, 5.04921)
C (0.85393, 0.55531, 2.90812)
O (0.56644, -0.44916, 2.22396)
C (0.90523, 1.87504, 2.25394)
O (0.66984, 1.95857, 1.01900)
C (1.22701, 3.00379, 3.05085)
Cl (1.28440, 4.54128, 2.27191)
O (-0.18366, 0.53438, -2.16375)
N (0.80927, 0.24191, -2.96127)
C (0.71405, 0.67657, -4.24139)
C (1.67936, 0.40498, -5.16831)
C (2.80394, -0.33035, -4.79242)
C (2.89704, -0.75646, -3.48549)
C (1.89689, -0.47651, -2.55062)
S (2.03034, -1.02028, -0.91658)
H (-0.18489, 1.23844, -4.44204)
H (1.55611, 0.76678, -6.17939)
H (3.58388, -0.55968, -5.50504)
H (3.75214, -1.31955, -3.14151)
Br (-5.96167, -3.19183, -0.03056)
C (-4.25541, -2.35556, 0.00535)
C (-3.07254, -3.12938, -0.07500)
C (-1.86570, -2.49823, 0.00723)
N (-1.73696, -1.14256, 0.16746)
C (-2.89756, -0.40752, 0.26793)
C (-4.14286, -0.96113, 0.20162)
H (-3.12175, -4.20261, -0.19992)
H (-0.93995, -3.05789, -0.05131)
H (-2.77744, 0.66274, 0.40518)
H (-5.02500, -0.34140, 0.29150)